Record 1
The following is a DFT calculation (ωB97M-V/def2-TZVPD) of a 2-piece molecular cluster, C7H14 overall.

Properties
LUMO energy (eV): 0.511
ΔE to the lowest compared entry with this formula, charge and spin (eV): 4.619
Orbital gap (eV): 8.7

Each line ends with the natural charge from an NBO analysis.
CARTESIAN COORDINATES (ANGSTROEM)
C 1.700 -0.975 1.247  -0.8449
C 1.027 0.737 -1.016  0.1818
C 1.760 -0.199 -1.911  -0.7901
C -0.408 0.418 -0.903  -0.5890
C -1.141 0.988 0.292  -0.2239
C -2.602 0.696 0.466  -0.4232
C -1.598 0.081 1.399  -0.4190
H 1.065 -1.626 0.642  0.2047
H 2.725 -1.351 1.237  0.2150
H 1.314 -0.940 2.267  0.2183
H 1.691 0.042 0.840  0.2285
H 2.789 -0.351 -1.564  0.2473
H 1.296 -1.175 -2.130  0.1799
H 1.880 0.355 -2.855  0.2682
H -0.732 0.972 -1.813  0.2768
H -0.693 -0.636 -1.085  0.1872
H -0.790 1.973 0.589  0.2291
H -3.253 1.480 0.840  0.2167
H -3.073 0.044 -0.267  0.2086
H -1.404 -0.985 1.304  0.2102
H -1.552 0.449 2.421  0.2179

***

Record 2
The following is a DFT calculation (ωB97M-V/def2-TZVPD) of an isolated ion of composition C3H9N3 and charge -1.

Properties
LUMO energy (alpha / beta) (eV): 4.551 / 4.437
ΔE to the lowest compared entry with this formula, charge and spin (eV): 0.000
Total charge: -1
2S+1: 2
Orbital gap (alpha / beta) (eV): 3.3 / 9.5

Each line ends with the Löwdin spin population.
CARTESIAN COORDINATES (ANGSTROEM)
C -1.955 0.324 -0.417  0.1939
C -0.945 -0.008 0.675  0.2362
N 0.382 0.556 0.474  0.0215
C 1.517 -0.103 0.024  0.1192
N 1.414 -0.646 -1.250  0.0421
N 2.660 -0.057 0.603  0.0315
H -2.960 0.015 -0.108  0.0456
H -1.714 -0.174 -1.359  0.0266
H -1.958 1.396 -0.617  0.0234
H -1.307 0.346 1.644  0.0761
H -0.852 -1.094 0.754  0.0593
H 0.590 1.414 0.960  0.0542
H 0.481 -0.932 -1.511  0.0346
H 2.123 -1.346 -1.413  0.0154
H 2.524 0.307 1.542  0.0203

***

Record 3
The following is a DFT calculation (ωB97M-V/def2-TZVPD) of a 11-piece molecular cluster, H21O11 overall in a non-equilibrium geometry.

Properties
LUMO energy (eV): 2.883
ΔE to the lowest compared entry with this formula, charge and spin (eV): 1.735
Total charge: -1
Orbital gap (eV): 9.9

Each line ends with the natural charge from an NBO analysis.
CARTESIAN COORDINATES (ANGSTROEM)
O -11.410 -24.759 3.851  -1.2807
H -11.907 -23.965 3.727  0.4555
O -11.535 -20.841 3.060  -0.9567
H -10.983 -21.538 3.310  0.4946
H -11.821 -21.137 2.194  0.4491
O -13.162 -21.006 5.339  -0.9805
H -13.077 -21.789 4.756  0.4920
H -12.517 -20.372 4.955  0.4745
O -10.252 -26.291 5.630  -0.9672
H -10.708 -25.862 4.898  0.4918
H -10.953 -26.491 6.233  0.4512
O -11.895 -24.305 1.258  -0.9694
H -11.670 -24.436 2.212  0.4785
H -11.952 -23.374 1.208  0.4408
O -12.311 -26.965 2.588  -0.9573
H -11.802 -27.593 3.038  0.4550
H -11.808 -26.180 2.817  0.4798
O -8.930 -25.674 3.023  -0.9499
H -9.851 -25.349 2.953  0.4853
H -8.711 -25.296 2.156  0.4487
O -9.649 -22.749 3.606  -1.0072
H -8.730 -23.004 3.701  0.4885
H -10.202 -23.497 3.758  0.5008
O -13.677 -23.169 3.636  -0.9541
H -14.143 -22.705 2.949  0.4769
H -13.622 -24.038 3.307  0.4961
O -13.550 -25.957 5.114  -0.9707
H -13.723 -25.335 5.818  0.4483
H -12.744 -25.715 4.679  0.4974
O -11.850 -23.361 6.288  -0.9221
H -12.652 -23.717 6.705  0.4399
H -11.842 -23.889 5.527  0.4709

***

Record 4
The following is a DFT calculation (ωB97M-V/def2-TZVPD) of an isolated ion of composition C17H28NO7S and charge +1 in a non-equilibrium geometry.

Properties
LUMO energy (eV): -4.488
Total charge: +1
SMILES: CCOCCOCc1[nH+]c(CCCS(=O)(=O)O)c(CC)c(C(=O)O)c1C
Orbital gap (eV): 7.6

Each line ends with the natural charge from an NBO analysis.
CARTESIAN COORDINATES (ANGSTROEM)
C -3.156 -2.064 4.939  -0.6531
C -4.521 -2.482 4.215  -0.0759
O -4.171 -3.072 2.946  -0.5507
C -4.364 -2.140 1.867  -0.0795
C -3.612 -2.738 0.608  -0.1023
O -2.863 -1.756 -0.135  -0.5370
C -1.595 -2.264 -0.562  -0.0976
C -0.669 -0.992 -0.716  0.2523
N -0.043 -0.671 -1.907  -0.4498
C 0.759 0.443 -2.080  0.2747
C 1.476 0.761 -3.442  -0.4526
C 2.943 0.122 -3.354  -0.4225
C 4.130 1.149 -3.565  -0.6476
S 5.362 1.135 -2.182  2.2704
O 5.449 -0.185 -1.551  -0.9295
O 6.645 1.575 -2.715  -0.8911
O 4.952 2.213 -1.010  -0.8922
C 0.962 1.372 -0.972  0.0049
C 1.813 2.664 -1.126  -0.4451
C 0.825 3.869 -1.511  -0.6062
C 0.349 1.099 0.346  -0.0324
C 0.593 2.079 1.538  0.7642
O -0.024 3.089 1.659  -0.4832
O 1.546 1.701 2.471  -0.6636
C -0.477 -0.128 0.459  0.0156
C -1.101 -0.426 1.858  -0.6564
H -3.156 -0.952 5.087  0.2094
H -2.260 -2.345 4.315  0.2111
H -3.033 -2.598 5.915  0.2288
H -5.215 -1.608 4.114  0.1799
H -5.050 -3.271 4.811  0.2011
H -5.462 -1.991 1.633  0.1846
H -3.973 -1.139 2.193  0.1684
H -4.427 -3.127 -0.073  0.1957
H -3.008 -3.605 0.982  0.2015
H -1.149 -3.019 0.133  0.2252
H -1.764 -2.675 -1.605  0.1952
H -0.197 -1.335 -2.674  0.4445
H 0.951 0.219 -4.283  0.2405
H 1.465 1.852 -3.683  0.2555
H 3.071 -0.321 -2.330  0.2449
H 3.027 -0.714 -4.090  0.2443
H 4.722 0.782 -4.451  0.2921
H 3.807 2.199 -3.782  0.2575
H 5.207 1.869 -0.132  0.5239
H 2.577 2.617 -1.939  0.2283
H 2.362 2.880 -0.174  0.2351
H 0.030 3.874 -0.716  0.2347
H 1.369 4.846 -1.576  0.2418
H 0.339 3.631 -2.502  0.2036
H 2.217 1.125 2.057  0.4936
H -2.169 -0.117 1.950  0.2631
H -0.950 -1.527 2.060  0.2372
H -0.537 0.098 2.683  0.2451